The following is a quantum chemistry calculation of C8H21NO4Ti as an isolated structure at a distorted geometry, from OMol25.

XYZ file:
```
35
Properties=species:S:1:pos:R:3:nbo_charge:R:1
H 0.54154 1.60393 -2.35066 0.49
H 1.84570 3.39932 -1.91782 0.20
H -3.69182 -0.09180 0.64279 0.21
Ti 0.46463 -0.25168 0.02397 0.73
C -2.62347 0.09457 0.53328 -0.24
C 2.93733 1.72809 -1.02933 -0.10
H -2.46883 0.74376 -0.32854 0.21
O 2.64225 0.71376 -0.05123 -0.76
H 1.19882 -4.14692 -0.89687 0.19
H -0.44375 2.95403 2.99473 0.20
H 1.77844 -3.17511 -2.19168 0.19
C -1.96776 -1.65298 -0.90786 -0.25
H 0.93750 2.14807 2.49406 0.20
H 3.34359 0.65238 0.60143 0.51
H -2.94867 -2.12807 -0.92204 0.21
C 1.73275 2.64392 -1.14018 -0.08
H 2.23384 -2.88259 -0.44754 0.20
O -0.72562 1.24616 1.59242 -0.57
C -2.03358 0.88140 1.82019 -0.06
H -0.14653 1.31298 3.58357 0.19
O 0.38175 -2.25676 -0.97012 -0.59
H -1.22477 -3.36440 -0.06021 0.18
C -0.97561 -2.77987 -0.94584 -0.06
C -0.11471 1.95631 2.70425 -0.26
O 0.56630 1.87958 -1.43142 -0.74
H 3.16054 1.40203 -2.04518 0.19
H -2.45375 1.87333 1.98646 0.19
H 3.77142 2.33964 -0.68521 0.20
H -1.02713 -3.47084 -1.78727 0.21
H -2.12124 0.33942 2.76183 0.17
H -1.77576 -0.96326 -1.72976 0.22
H -2.05233 -1.69357 1.06710 0.37
C 1.44018 -3.11634 -1.15716 -0.25
N -1.72314 -1.04840 0.36319 -0.66
H 1.54205 3.10981 -0.17339 0.19
```

Properties
LUMO (spin up / spin down), hartree: -0.082 / -0.093
Spin multiplicity: 4
Gap between HOMO and LUMO (spin up / spin down), eV: 5.7283 / 10.8400
Energy above the lowest of the compared OMol25 structures with the same formula, charge and spin, kcal per mole: 0.0
Max |F|, eV/Å: 3.63
HOMO (spin up / spin down), eV: -7.9 / -13.4
Charge: +1